1.
Density functional theory data (ωB97M-V with the def2-TZVPD basis set) for 2 unconnected molecules or ions with the total composition C4H5N3 in a non-equilibrium geometry.

Structure (XYZ):
```
12
Properties=species:S:1:pos:R:3:forces:R:3
N -0.25981 -0.34716 -0.05195 0.27 0.08 0.30
H 1.57486 -0.68482 0.75289 -0.13 0.05 0.05
C 0.60207 -0.20497 0.86470 -0.14 -0.07 -0.24
N 0.32984 1.20938 3.04258 0.05 -0.52 -0.80
H -2.31588 -0.42074 -0.24444 0.07 0.13 0.07
N 1.44299 -0.82767 -2.20896 1.08 0.23 -0.70
H -1.75995 0.79128 0.96154 0.00 -0.06 -0.13
H -1.55209 1.07107 -0.79518 -0.04 -0.10 0.13
C 0.42700 0.58415 2.07549 -0.13 0.45 0.66
C 2.43216 -0.56526 -2.78255 -0.95 -0.31 0.51
H 0.62347 -0.92027 -1.61201 0.01 0.08 0.10
C -1.54468 0.31501 -0.00210 -0.09 0.05 0.07
```
Positions in Å, forces in eV/Å.

The calculation puts the HOMO energy at -0.412 Eh. As for the spin multiplicity: 1. For the energy relative to the best compared isomer or geometry (same formula, charge and spin), the calculation gives 67.3 kcal/mol. The largest force on an atom comes out at 1.31 eV Å⁻¹.

***

2.
Density functional theory data (ωB97M-V with the def2-TZVPD basis set) for a gas-phase ion, C6H10N2OP (charge +1) in a non-equilibrium geometry.

Structure (XYZ):
```
20
Properties=species:S:1:pos:R:3:forces:R:3
N -2.19350 -1.24794 0.60637 2.06 -0.31 -0.36
C 0.37605 -0.86658 0.25701 -0.22 -2.17 0.16
C 2.74121 2.32558 -0.47279 0.81 -0.82 4.61
H -2.70185 -3.41087 0.61288 0.71 2.30 0.09
H 3.08207 0.59668 -1.56755 0.31 -0.98 -2.43
H -3.61269 -0.10457 1.75661 1.51 0.29 -1.04
C 2.60205 0.82830 -0.68875 -2.89 2.42 0.41
P 0.73896 0.56645 -0.54432 3.10 -2.95 0.56
N 0.24908 -2.11448 0.29284 1.75 2.80 -0.80
H 3.72531 2.61795 -0.67270 1.25 0.65 -1.00
C -3.39720 -0.57235 0.74565 -3.07 1.79 0.92
C -0.62876 -2.99499 0.35534 -0.80 0.20 0.37
H 3.09872 0.37660 0.06508 1.11 -2.21 2.57
C -1.97312 -2.48089 0.56415 -2.70 -1.74 0.10
H 2.60629 2.69101 0.62851 0.01 -1.12 -1.68
H 1.98451 2.75345 -0.96139 -2.23 2.58 -2.39
H -0.53250 -4.04146 0.27293 0.86 -0.93 -0.06
H -4.25254 -1.18651 0.83945 -0.98 -1.65 -0.64
H -3.69515 0.14974 -0.07394 1.15 -0.57 0.95
O -0.21421 1.61357 -0.48332 -1.73 2.43 -0.32
```
Positions in Å, forces in eV/Å.

The calculation puts the HOMO energy (alpha / beta) at -0.495 / -0.495 Eh. As for the spin multiplicity: 1. For the energy relative to the best compared isomer or geometry (same formula, charge and spin), the calculation gives 78.7 kcal/mol. As for the net charge: +1. The largest force on an atom comes out at 4.75 eV Å⁻¹.

***

3.
Density functional theory data (ωB97M-V with the def2-TZVPD basis set) for a molecular structure, C34H67FN3NbO6PS in a non-equilibrium geometry.

Structure (XYZ):
```
114
Properties=species:S:1:pos:R:3:forces:R:3
O -3.13449 -3.48048 6.36349 -3.53 -0.36 -2.05
H 2.46939 2.22009 -1.17889 -0.09 0.90 0.01
C 3.14846 4.39416 -1.31027 0.04 -0.83 -1.15
H 7.37126 1.31734 0.71251 -0.02 -0.70 -0.89
H -0.19668 -2.44554 -1.23725 -0.46 0.77 0.01
C 0.48248 0.18935 -5.27468 0.16 -0.37 0.16
C -0.66362 0.09650 1.84967 0.65 -0.73 0.77
O -5.12927 -1.17885 7.31168 -0.99 -2.27 -2.59
N -3.50113 -1.73185 -5.83672 -1.36 -0.48 3.28
H 0.10163 0.33360 2.63228 -0.62 -0.20 -0.60
C 6.74317 1.92325 -1.29222 0.97 0.66 0.98
H -1.31026 -3.71343 8.20955 -0.19 -0.11 -0.08
H 2.72614 5.26455 -1.88642 0.09 -0.77 0.75
Nb -1.56332 -0.79869 -5.45310 -0.03 0.34 0.41
H 3.86712 -2.01836 1.26857 0.73 0.44 -0.56
C -1.71096 -1.01164 -2.17565 1.22 -1.08 1.08
C 4.35703 3.84122 -2.20666 0.37 0.80 1.78
H 7.66713 2.38724 -1.74956 -0.87 -0.47 0.37
C 6.04646 3.07558 -0.46965 -0.11 0.27 -1.19
H -1.69633 -2.97068 0.40256 -0.21 1.06 -0.09
H -1.41412 -3.19397 -6.96825 0.61 0.61 0.50
C -2.16935 2.52241 0.54463 0.45 -0.07 1.05
H -1.88296 2.11093 -6.10814 -0.59 0.18 -0.12
H -0.03475 -0.71846 -0.71548 -0.52 -0.85 -0.42
C 5.70556 4.27162 -1.45423 -0.71 -0.74 -0.30
H -0.08381 -3.30459 -5.76165 -0.26 0.52 -0.74
H 1.09466 -0.27278 -3.15132 -0.40 0.73 -0.51
H 0.20862 -1.11423 -7.93800 0.15 -1.19 -0.28
O -3.70872 0.76417 0.96859 0.35 -0.07 0.69
C -1.33814 -1.85739 -3.45990 0.17 -0.36 0.58
C -2.65234 1.22700 1.30191 -0.59 0.76 -0.74
H -3.06918 3.01741 0.10224 0.88 -0.77 0.14
H -3.32330 1.49622 -6.49477 0.18 0.26 0.19
H 0.07444 2.83571 -2.04870 0.65 0.44 -0.23
H 1.51639 3.35338 -0.15869 0.59 0.00 -0.89
C 0.85022 0.60867 -3.79235 0.63 1.10 -1.29
H -6.19679 -3.49868 8.53164 -0.04 0.01 0.06
H 0.57851 1.06649 -5.98172 -0.16 -0.65 0.82
C -3.91767 0.19994 4.77137 -0.23 0.05 0.03
H -7.11280 -0.76103 7.53537 0.18 0.06 -0.10
C -2.74256 -0.64164 5.22862 -0.05 0.27 -0.35
C -3.33646 -3.81224 8.99108 0.31 -0.07 0.06
H -1.45203 -3.30704 9.90756 -0.06 -0.03 0.02
C 7.24834 0.81343 -0.28608 0.29 0.58 -0.67
H -2.13362 1.55779 -3.78356 -0.43 -0.47 -0.49
C 2.07808 1.64589 -3.87948 -1.14 -0.40 0.10
H 5.05852 0.51618 1.49912 0.58 -0.66 -0.85
H -4.82437 -0.40640 4.68870 0.01 0.03 -0.07
C 5.41404 -2.38616 -0.38529 1.17 2.75 0.49
H -1.57933 -4.99976 9.39897 -0.02 0.06 0.01
S -5.10063 -1.94488 -3.48353 0.83 -0.31 -1.05
H 0.63337 4.52969 -2.29118 0.27 -0.89 0.11
P -3.96700 -2.32037 6.85888 6.30 3.10 5.26
H -2.76274 -1.16960 -1.83041 0.73 0.26 -0.75
H -1.90504 -2.83371 -3.37905 0.53 0.88 -0.23
H -2.59307 -1.49501 4.55991 0.05 0.02 0.04
H 0.27308 -1.85317 1.65232 -0.93 0.21 -0.29
H 5.08092 2.69019 -0.04705 0.77 0.37 -0.18
H -3.76711 -4.60067 8.37089 0.14 0.05 -0.07
C -1.83544 -3.97123 9.13000 0.23 -0.01 0.07
C 4.71113 -1.62456 0.66709 1.04 0.63 -0.54
O -3.66079 -2.52392 8.47591 -1.01 -0.38 -0.22
N -2.83704 1.99155 -5.74103 0.68 -0.69 0.09
O -1.91792 0.66468 2.34727 0.26 0.47 -1.81
H 4.32001 4.19902 -3.26180 -0.03 -0.23 0.87
H -3.71746 0.64587 3.79965 -0.02 -0.13 0.04
H -1.49989 0.08181 -2.24980 -0.41 -0.81 -0.22
H 6.70017 3.39662 0.38438 -0.44 -0.31 -0.81
H 0.59204 3.21175 -4.42502 0.88 -0.15 0.38
H -0.24974 -2.14861 -3.35956 -0.91 0.26 -0.20
H 2.83764 1.39276 -3.09944 -0.53 0.47 -0.55
H 3.49923 4.80696 -0.33231 -0.11 -0.59 -0.73
H -6.22833 -2.06762 9.55516 -0.05 0.04 -0.09
C -4.13815 -1.91352 -4.80237 0.52 1.08 -2.18
H -4.12766 0.99534 5.48993 0.08 -0.06 0.01
C 6.47409 -1.49785 -0.87684 -3.07 -1.65 1.89
H 6.49252 4.44169 -2.23125 -0.25 -0.23 0.89
O -2.91163 -1.09561 6.57198 -0.79 -0.32 -0.32
C -0.58037 -2.60131 -6.48725 0.08 -0.81 -1.05
C -0.78510 -1.47020 1.67281 -0.11 0.87 -0.31
H -1.67524 -0.02854 -7.12312 0.35 -0.34 -0.53
C -6.67465 -2.52554 8.67124 0.14 -0.24 0.03
H -2.61088 -1.41532 0.33447 0.88 -0.17 0.20
H 2.56427 1.51533 -4.88470 -0.36 0.22 0.96
H 2.26859 3.84167 -4.04667 -0.90 -0.54 0.20
H -1.40063 2.24112 -0.21515 -0.77 0.31 0.39
H -7.73607 -2.70076 8.85746 0.01 0.06 -0.08
C 5.31904 -0.31366 0.81327 -0.60 -3.88 -1.57
H -1.83325 -0.03972 5.20795 0.02 -0.10 0.13
C -2.66366 0.99560 -4.59878 -0.71 0.50 0.68
H 5.55455 5.23018 -0.88335 0.11 -0.88 -0.67
H 5.21380 -3.42166 -0.71912 0.13 0.99 0.29
C -6.48171 -1.64727 7.44753 -0.45 0.07 0.34
H -0.00818 1.20441 -3.39840 0.62 -0.83 0.13
H 1.28118 -0.53916 -5.60833 -0.82 0.59 0.17
C -1.58300 -1.84838 0.35612 0.80 -1.06 0.30
C -0.77977 -1.53275 -0.96930 -0.43 0.88 0.76
H 1.43775 -2.29855 -7.27069 -0.84 0.14 -0.73
C 0.38603 -2.19061 -7.66765 0.17 0.22 1.81
C 0.97274 3.46011 -2.28829 0.25 -0.61 0.04
H -3.70115 0.78296 -4.21031 0.99 0.11 -0.14
H 4.28967 2.72458 -2.18701 0.20 0.99 -0.32
H -1.24839 -1.93145 2.59035 0.29 0.65 -0.86
H 8.25791 0.46357 -0.63147 -0.98 0.06 0.45
H -6.77766 -2.17692 6.53845 -0.13 0.08 0.02
H -0.33173 0.60209 0.90725 -0.41 -0.48 0.70
C 2.05874 3.25812 -1.14565 -1.16 1.28 -0.21
H 7.22162 -1.70972 -1.66868 -0.59 0.67 0.90
H -3.80355 -3.89585 9.97712 -0.05 0.16 -0.04
N 6.34386 -0.33443 -0.13370 0.96 1.21 0.08
H 6.13809 1.53658 -2.14607 0.28 0.13 0.89
F 0.26597 -3.01424 -8.82384 0.06 0.50 0.62
C 1.47602 3.09916 -3.74146 0.70 0.04 0.41
H -1.69870 3.26675 1.24082 -0.26 -0.81 -0.48
```
Positions in Å, forces in eV/Å.

The calculation puts the HOMO energy at -0.159 Eh. As for the spin multiplicity: 1. For the energy relative to the best compared isomer or geometry (same formula, charge and spin), the calculation gives 0.0 kcal/mol. As for the net charge: -1. The largest force on an atom comes out at 8.77 eV Å⁻¹.

***

4.
Density functional theory data (ωB97M-V with the def2-TZVPD basis set) for 11 unconnected molecules or ions with the total composition C40H80O18S7 in a non-equilibrium geometry.

Structure (XYZ):
```
145
Properties=species:S:1:pos:R:3:forces:R:3
H -5.85563 2.30352 2.64602 0.56 0.21 -0.22
H -5.39566 3.09732 4.08150 -0.41 0.56 1.13
H 4.35472 1.73999 -3.11897 -0.22 0.10 0.05
H 5.14723 1.57829 -0.24146 -0.70 -0.89 -0.19
H 1.76201 5.38618 -0.17591 -0.02 -0.52 0.02
H 0.33090 4.80911 -5.59203 -0.92 -0.65 -1.17
H 0.61968 -3.58204 -3.67158 -0.03 -0.01 0.31
S 1.11415 -4.05875 2.32711 1.66 -1.93 -0.36
C -5.37171 -3.83354 0.56764 0.65 -0.13 -0.81
C -0.52225 -0.94104 -0.14674 1.64 -1.43 0.51
C -4.39476 3.94742 2.38743 -1.04 0.44 -1.78
O -2.23191 -1.20564 -3.01294 -0.05 0.63 -0.08
C -0.91894 4.48811 -3.09656 -0.57 0.25 0.62
H 0.39568 2.75011 2.10856 0.56 0.06 0.84
H 2.77553 0.24043 5.50629 0.27 0.00 0.67
H -0.90945 5.44266 0.78302 0.08 0.08 -0.58
C 0.79094 -0.34906 4.91882 0.55 -0.39 0.95
C -3.59123 0.91932 -2.14026 -0.71 -0.17 -1.12
H 0.07112 -1.13103 3.14659 0.15 0.10 -0.36
O -1.08883 1.24119 -0.51673 0.39 0.94 -0.42
O -1.56635 0.95083 -4.07818 -0.66 -0.20 0.55
C -4.99768 2.76629 3.16135 -0.56 0.74 -0.97
C 1.50436 -4.14568 -3.35199 -1.19 0.26 -2.07
H -3.62538 0.15890 -1.37831 -0.08 -0.12 0.41
H 4.80811 -0.36149 3.14979 -0.41 -0.20 -0.12
H 5.11746 -1.94199 2.40350 -0.60 0.24 0.23
H -3.97104 -5.24102 -2.23020 -0.11 0.10 0.08
O -3.06334 -2.69087 1.35830 0.22 0.03 0.65
C -5.20874 -0.03366 -3.69007 -0.69 1.00 0.05
H 0.44285 6.53428 1.17802 -0.06 0.66 0.39
O 1.36436 3.97796 -2.75645 -1.21 0.77 -1.68
C -4.98521 1.15241 -2.75922 0.04 0.72 0.02
C -0.64335 -4.24015 2.24214 -0.70 2.22 -0.59
H -5.13326 4.54223 1.77891 0.54 -0.33 1.00
H -5.06011 2.11849 -3.32440 0.42 -0.72 0.36
H 2.79135 4.55600 1.90099 0.57 0.66 0.25
C 5.01110 3.23398 -1.68909 -0.29 -0.51 1.25
H -3.54163 -5.53790 -0.54817 -0.45 0.82 -0.57
C -3.31955 -3.50125 -1.18690 0.46 0.90 1.14
H -5.06783 -4.57731 1.26540 0.15 -0.38 0.99
O 0.14320 -4.42733 -1.29199 -2.79 0.81 2.07
S 1.00397 -5.22938 -2.05884 3.31 -0.15 -2.02
O 0.72544 5.79421 3.59806 0.79 1.73 1.50
H -1.27215 -2.69426 3.60726 -0.09 -0.08 0.02
H 3.08426 -2.74147 -3.58708 0.33 0.39 -0.22
H 3.52013 -1.63592 3.21411 0.33 0.07 -0.09
H 1.74061 0.65162 -1.26621 0.16 -0.37 0.18
C -0.31525 0.35547 -0.81983 -1.14 -0.38 0.12
C -4.02550 -4.78280 -1.23813 -1.42 -2.84 0.10
C 6.45931 2.12293 -3.23644 0.84 1.32 -0.17
C 1.24349 -3.69215 4.03701 0.44 -1.54 1.96
C 2.58040 -5.19602 -1.25437 0.12 1.40 1.21
O 6.64736 0.01306 -1.72461 0.29 0.86 0.15
O 1.71217 -5.38675 2.05981 -0.72 1.74 0.13
H 0.41745 -1.06846 0.44582 -0.66 -0.11 0.09
H 0.65801 1.42366 -2.34443 -0.12 0.02 -0.42
H -0.11587 -5.25160 4.77888 0.12 -1.17 0.25
H -1.15861 -0.37495 4.07029 -0.87 0.23 0.24
O 0.74080 -6.53741 -2.56973 -0.98 -0.65 0.12
H 2.42222 3.10217 1.05376 0.90 -1.35 -0.57
C -5.49929 -4.54934 -0.78299 0.06 0.38 0.20
O 8.34476 1.77322 -1.33921 1.46 0.68 0.18
H 1.28351 -2.62970 4.08289 -0.10 0.73 0.18
O -1.31110 4.44354 3.22856 0.50 0.48 -0.60
H -5.70769 1.26264 -1.94534 0.05 -0.32 -0.11
S 0.00108 4.89388 2.77981 -0.95 -0.91 0.74
C 1.05011 3.52661 2.57890 -0.96 -1.06 -1.91
H -6.16339 0.05936 -4.23625 0.50 -0.18 0.04
C 2.00472 0.53768 4.82740 -0.52 0.11 -0.25
C -0.11347 -4.20113 4.66386 1.29 1.40 -2.20
H 2.19179 -4.07572 4.57048 -1.47 0.27 -1.26
C 0.80704 0.49629 -1.80647 -0.18 0.87 0.44
H 2.18507 -2.58515 -2.08903 -0.44 0.81 0.83
H 3.93150 -2.43138 0.33839 -0.06 -0.02 -0.27
S 7.02067 1.42978 -1.69599 -2.88 -1.88 -0.04
C 5.01755 2.60233 -3.06607 0.98 -0.62 0.35
H -5.25683 -0.88935 -3.03019 0.06 -0.64 -0.19
H -3.72555 4.57882 2.96944 0.07 -0.12 -0.09
C -3.86916 1.81298 3.40744 1.20 0.44 0.63
H -6.17346 -5.40259 -0.64287 0.55 -0.12 -0.35
H 5.41295 4.24449 -1.63477 0.23 -0.05 -0.36
H -3.86159 -0.97216 -5.13933 0.20 0.29 0.16
H -1.44612 5.13954 -3.79182 -0.48 -0.13 0.16
S -2.60531 0.13426 -3.46168 0.39 0.03 0.10
H 0.62969 6.22154 -4.72077 -0.16 0.89 0.20
C 5.76762 2.29845 -0.72255 0.90 1.17 0.85
H 3.14672 -1.15846 -0.69601 0.67 -0.12 0.50
H 6.20595 2.81270 0.16363 0.16 -0.06 -0.94
H -2.13651 -4.23810 3.83962 0.51 0.42 -0.25
H 1.74929 -4.73413 -4.26009 0.49 0.20 0.67
H 4.11159 -4.92536 -2.74218 0.05 0.42 -0.14
H -3.23781 1.83912 -1.76373 1.08 0.71 0.33
H 6.68790 1.44907 -4.02919 -0.09 -0.74 -0.50
O -4.66939 -1.47947 -0.10279 0.12 0.68 -0.08
H -3.34507 -2.82330 -2.02764 -0.42 0.10 -0.18
H -1.39803 -0.98005 0.48929 -0.03 0.30 0.12
C 3.53582 -4.29277 -2.06362 -1.61 0.20 -0.29
C 3.67169 -0.65636 1.31655 0.40 0.24 2.81
O -2.38436 3.75305 0.46953 -0.38 0.49 -0.58
H 4.74827 3.32579 -3.81155 -0.16 0.17 -0.50
H -4.24815 0.83428 3.51448 -0.45 -1.14 0.70
C -2.94910 1.75510 2.18483 -1.22 0.07 -0.48
H 4.00692 3.28808 -1.30965 -0.63 0.27 0.03
C 0.51164 4.48739 -3.50709 2.32 -0.37 2.26
O 0.67627 -1.18931 5.79803 -0.19 0.54 -0.43
H -0.21463 -3.69189 5.57364 -0.43 0.52 1.41
C 3.93211 -1.37446 0.06393 -0.67 -0.15 -0.89
H 1.77678 1.60710 4.87269 -0.12 -0.20 0.32
H 2.32390 -4.71856 -0.28936 0.40 -0.32 -0.33
O -4.58436 2.49976 0.26052 0.31 0.38 -0.59
S -3.51431 3.07954 1.04652 0.19 -1.35 2.59
H 0.84932 -0.36754 -2.45321 0.14 -0.18 -0.22
H 1.50528 3.30839 3.51422 0.08 -0.48 0.73
H 1.97454 5.08981 -5.05513 -0.96 0.03 0.55
C 0.11749 5.51699 1.13107 -1.39 -0.33 -0.26
H -1.12438 -3.61156 1.42702 0.99 -0.96 0.85
H 2.37244 0.39538 3.82956 0.37 0.00 -0.77
H -1.13990 4.79198 -2.01276 0.64 -0.53 -1.56
H -3.91958 0.78062 -5.26076 -0.18 0.93 -0.59
H -0.51055 -1.83969 -0.77515 -0.02 0.33 -0.32
H 0.06925 0.60909 3.22307 -0.08 1.42 -1.11
C 2.58992 -3.26357 -2.78880 1.06 -2.36 -0.66
H -1.21800 3.44121 -3.23614 -0.39 0.16 0.10
H -1.94368 1.90844 2.48117 1.03 0.09 -0.25
O 2.97381 0.31401 1.51691 -0.53 0.45 -1.29
C 0.89001 5.18921 -4.78861 1.77 -0.59 0.55
S -4.01821 -2.70372 0.28873 -0.45 0.16 -1.09
H -2.30209 -3.71474 -0.96728 1.13 0.25 0.17
C -0.14649 -0.25705 3.76091 0.40 -1.43 0.76
H 4.92747 -1.12456 -0.31849 -0.05 0.06 -0.04
H 7.12570 2.97980 -3.37348 -0.09 0.16 -0.08
H -3.15002 0.82340 1.65547 0.54 0.06 -0.18
C 2.00939 3.95046 1.50446 -1.00 0.89 -0.80
C -1.15119 -3.77549 3.61320 -0.69 -0.98 0.40
H -0.70002 -5.27310 2.03853 -0.68 -1.26 -0.12
C 4.32476 -1.19185 2.61391 0.92 -0.50 -0.86
H 2.95958 -6.16566 -1.06855 0.25 -1.04 0.10
H -6.18687 -3.21167 0.90614 -0.30 -0.09 0.05
H 0.70558 3.94101 -0.29880 0.31 0.66 0.76
O 1.60450 -2.90778 1.60410 0.13 0.20 -0.45
H -3.32360 2.12970 4.34531 -0.37 -0.43 -1.09
H 4.15097 -3.73322 -1.40036 0.89 0.06 0.45
C 1.15022 4.68721 0.41221 0.53 -0.68 -0.48
C -3.97628 -0.03123 -4.58197 -0.31 -1.82 0.05
H -5.95675 -3.87911 -1.49720 -0.30 0.19 -0.30
```
Positions in Å, forces in eV/Å.

The calculation puts the HOMO energy at -0.338 Eh. As for the spin multiplicity: 1. As for the SMILES: O=S1(=O)CCCC1.O=S1(=O)CCCC1.O=S1(=O)CCCC1.O=S1(=O)CCCC1.O=S1(=O)CCCC1.O=S1(=O)CCCC1.O=S1(=O)CCCC1.CC(C)=O.CC(C)=O.CC(C)=O.CC(C)=O. The largest force on an atom comes out at 3.88 eV Å⁻¹.